# 1
Here is one molecule with the formula C19H16Cl2N4OS in a non-equilibrium geometry from the OMol25 dataset. Energies are from wB97M-V/def2-TZVPD.

Frontier orbital gap = 7.9941 eV
SMILES = CCS/C(Nc1ccccc1)=C(\C#N)C(=O)N/N=C\c1ccc(Cl)cc1Cl
Calculated total energy = -63848.79700 eV

```
43
Properties=species:S:1:pos:R:3:forces:R:3
H -1.085 5.283 1.556 0.481 -0.230 -0.460
C -0.570 5.071 -0.561 0.512 -0.015 0.579
N 0.293 -1.487 -1.259 -1.340 -0.837 0.410
C -4.168 -2.898 -2.427 0.124 -0.069 0.598
H 2.297 1.430 -0.157 -0.299 -0.116 0.504
H 0.317 3.451 2.228 0.093 -0.482 0.456
H -0.517 -1.783 -0.738 -0.377 -0.163 0.126
C -0.410 -2.806 -3.053 1.671 0.868 1.975
H -2.904 -2.085 -3.970 0.109 -0.038 0.491
C 3.544 0.005 3.423 0.308 -0.633 0.511
C 1.013 3.300 -1.078 -0.889 0.826 -0.323
C 1.139 -0.663 -0.574 2.638 0.374 -2.176
C 0.257 3.639 1.180 0.088 0.593 0.102
H -3.127 -4.903 0.107 0.003 -0.119 0.157
H 2.887 1.611 4.644 -0.448 0.222 -0.005
H -5.070 -2.409 -2.781 0.133 -0.190 -0.180
C 0.917 -0.398 0.840 -1.012 0.405 1.946
H 3.251 2.081 2.959 -0.376 -0.088 0.272
H -0.152 -3.318 -3.972 0.419 0.402 -0.146
N 1.814 1.818 0.665 0.899 -0.168 -0.524
H -1.148 5.938 -0.832 -0.160 0.040 -0.287
C 1.009 2.906 0.262 -0.284 0.981 -0.040
C -3.071 -4.273 -0.765 -1.032 0.021 -0.034
H 3.019 -0.823 3.955 0.503 0.580 -0.295
H 4.558 0.138 3.832 -0.193 -0.346 -0.236
N 0.527 -2.097 -2.460 -0.804 -0.463 -1.495
Cl -5.830 -3.871 -0.471 1.239 0.001 -0.420
C 0.269 -1.433 1.627 -0.647 -1.679 0.952
C -1.839 -4.072 -1.372 -0.246 1.348 -0.698
C -0.490 4.739 0.805 -0.580 -0.249 -0.979
C 0.194 4.378 -1.503 0.214 -0.224 1.362
H 0.174 4.732 -2.523 0.141 -0.287 -0.141
C -4.247 -3.675 -1.259 0.609 0.237 -0.584
S 1.060 1.023 3.179 -0.347 0.382 -0.141
H 3.598 -0.264 2.369 0.157 -0.064 -0.009
Cl -0.459 -4.870 -0.657 -0.273 0.362 -0.384
C 2.809 1.306 3.603 0.210 -0.002 -0.486
O 2.156 -0.176 -1.093 -1.150 -0.514 -0.006
H 1.619 2.800 -1.819 0.105 -0.258 0.055
N -0.254 -2.328 2.181 1.147 2.140 -1.336
C -1.722 -3.166 -2.483 -1.363 -0.645 0.761
C 1.270 0.808 1.430 -0.459 -1.405 -0.543
C -2.932 -2.661 -3.040 0.476 -0.499 0.670
```
Forces are in eV/Å.

---

# 2
Here is C19H16Cl3N5O2S2Sn as an isolated structure in a non-equilibrium geometry from the OMol25 dataset. Energies are from wB97M-V/def2-TZVPD.

Total charge = +2
Frontier orbital gap = 5.4973 eV
ΔE to the lowest compared entry with this formula, charge and spin = 0.000 eV
Calculated total energy = -96562.31998 eV

```
48
Properties=species:S:1:pos:R:3:forces:R:3
H 3.388 -1.638 -0.838 0.223 -0.210 -0.333
H -3.944 1.685 4.040 0.136 0.583 -0.442
C -2.958 -0.430 -2.741 -0.437 0.031 -2.684
C -1.758 0.938 1.623 0.609 1.529 -0.802
C -1.344 -2.678 2.372 0.851 -1.910 0.968
C 1.121 -1.115 -1.960 1.980 0.435 3.728
H -3.121 -0.396 -0.583 0.642 0.226 -0.899
H 4.920 -1.904 0.726 -0.063 0.194 0.780
C -1.646 2.311 1.405 0.253 -0.081 0.653
N -1.172 -0.691 -1.213 1.836 -0.595 -1.354
Cl -0.212 -5.144 1.632 -0.108 0.345 -0.128
H -2.369 -0.708 -4.930 -0.068 0.345 1.390
N 1.477 -0.995 -0.652 -1.456 0.023 -3.373
H 4.543 -1.488 2.418 0.147 0.014 -0.409
S -2.689 3.267 2.516 0.783 -2.194 -0.755
H 2.481 -0.413 -3.440 -0.036 0.361 -0.217
C -0.567 2.946 0.623 0.430 -1.257 -0.212
H -4.031 -0.161 -2.810 0.857 -0.443 -0.460
H 1.641 -1.946 -3.825 0.462 0.114 0.059
H 2.007 1.964 -1.335 -0.756 0.033 0.921
C 1.353 2.580 -0.669 1.359 1.295 -0.579
C -0.755 -0.922 -3.552 1.166 0.201 -0.507
C 3.103 -1.024 1.056 0.098 0.506 2.387
H -2.922 -0.417 2.838 -0.419 0.988 0.188
C -0.381 4.317 0.613 -0.018 0.575 -0.453
C 0.790 4.813 0.033 0.305 0.049 -0.273
H 2.563 4.324 -1.092 0.544 0.136 -0.225
H 0.981 5.893 0.019 -0.086 -0.482 0.082
N 0.302 2.073 -0.045 -1.205 0.199 0.942
Sn -0.169 -0.297 0.712 -1.165 0.684 1.932
C -2.460 -0.480 -1.481 0.151 -0.162 2.498
H -1.177 5.008 0.988 0.965 -0.760 -0.143
S 2.038 -0.292 2.224 0.012 -0.451 -1.227
C 2.118 -1.350 -3.040 -0.079 -0.867 0.409
N 2.779 -1.115 -0.237 -0.689 -0.223 -1.057
H -0.019 -0.978 -4.356 -0.460 -0.302 0.126
C -0.295 -0.941 -2.256 -1.778 0.764 1.126
O -2.344 -2.306 2.908 0.019 0.794 -0.734
Cl 0.822 -3.564 3.849 -0.589 0.166 -0.542
C -3.253 1.775 3.198 -0.284 -1.011 -0.425
N 4.323 -1.453 1.425 -1.171 0.171 -0.861
O -0.586 -2.224 1.413 0.179 1.539 -0.977
Cl -1.754 -4.851 4.035 0.095 0.269 -0.315
C -0.685 -4.008 2.908 0.306 -0.646 0.926
C -2.767 0.642 2.570 0.600 -0.376 0.836
H 2.996 -1.889 -2.657 -0.344 0.010 -0.350
C -2.074 -0.665 -3.848 -1.881 0.110 0.376
C 1.707 3.947 -0.586 -1.916 -0.719 0.409
```
Forces are in eV/Å.

---

# 3
Here is C19H16Cl4N2O2 as an isolated structure in a non-equilibrium geometry from the OMol25 dataset. Energies are from wB97M-V/def2-TZVPD.

Frontier orbital gap = 5.0006 eV
ΔE to the lowest compared entry with this formula, charge and spin = 0.000 eV
Calculated total energy = -77123.94239 eV

```
43
Properties=species:S:1:pos:R:3:forces:R:3
O 5.964 0.323 2.134 -0.376 -0.174 -0.155
C 2.223 -0.024 0.568 0.555 -0.040 -0.085
H 2.411 -3.464 0.819 -0.063 0.275 -0.257
C -0.409 -0.176 -2.383 0.503 -0.060 -0.726
H -3.878 2.538 0.698 0.212 -0.133 -0.185
Cl 5.954 0.064 -0.818 0.451 -0.010 -0.243
H -0.900 -0.785 -3.155 0.175 -0.074 0.296
N 0.767 -2.352 0.175 -0.921 0.934 -1.592
H 0.308 0.494 -2.870 0.115 -0.426 0.317
C 0.336 -1.097 -0.286 -0.837 0.110 7.088
C 4.833 0.177 1.661 -0.202 0.333 -0.048
H -0.295 -4.105 0.846 0.056 0.108 -0.200
Cl 3.819 0.421 4.175 0.144 -0.114 0.513
H 1.827 -3.894 -0.808 -0.098 0.362 0.201
C 3.615 0.154 2.510 0.333 -0.218 -1.174
H 0.192 -0.895 -1.615 -0.771 0.944 -3.267
Cl 2.990 -0.137 -2.017 0.158 0.053 0.211
C -2.909 0.289 1.907 -0.263 0.098 0.516
C -2.627 0.793 0.531 0.072 0.414 -0.532
H -4.513 3.795 -1.643 0.212 -0.033 -0.017
C 2.362 -0.017 1.959 0.763 0.266 -0.383
C 4.594 0.061 0.202 -0.665 -0.114 0.956
C -2.844 2.498 -1.199 0.033 -0.283 0.126
C -1.439 -2.252 0.499 0.047 -0.372 0.405
C -1.742 0.119 -0.310 -0.176 0.811 0.027
H -1.982 0.101 2.466 -0.184 -0.010 -0.175
C -1.376 0.595 -1.575 -0.808 0.313 0.487
Cl 0.927 -0.179 2.919 0.051 0.111 0.034
C -0.357 -3.072 0.541 -0.492 0.289 0.079
H -3.502 -0.636 1.898 0.137 0.205 0.027
H -1.679 2.195 -2.992 -0.058 -0.130 0.294
C -3.186 1.988 0.058 0.256 -0.420 -0.153
N -1.013 -0.993 0.160 1.270 -1.570 -1.537
H -3.098 4.626 -0.988 -0.041 -0.175 -0.140
H -3.080 4.042 -2.665 -0.107 0.050 0.145
H -3.484 1.046 2.453 0.115 -0.261 -0.040
C 3.314 -0.016 -0.307 0.283 0.296 0.832
H 2.741 -2.387 -0.574 -0.144 -0.083 0.205
H -2.465 -2.473 0.750 0.122 0.068 -0.110
C -1.947 1.791 -2.013 -0.143 -0.107 0.219
C -3.416 3.810 -1.651 -0.034 0.211 -0.116
O 0.953 0.088 0.057 -0.269 -1.100 -1.853
C 2.011 -3.054 -0.119 0.587 -0.342 0.011
```
Forces are in eV/Å.

---

Look up the frontier orbital gap of the second one. 5.4973 eV

---

What is the formula in the second record? C19H16Cl3N5O2S2Sn

---

Repeat the second record exactly.
Here is C19H16Cl3N5O2S2Sn as an isolated structure in a non-equilibrium geometry from the OMol25 dataset. Energies are from wB97M-V/def2-TZVPD.

Total charge = +2
Frontier orbital gap = 5.4973 eV
ΔE to the lowest compared entry with this formula, charge and spin = 0.000 eV
Calculated total energy = -96562.31998 eV

```
48
Properties=species:S:1:pos:R:3:forces:R:3
H 3.388 -1.638 -0.838 0.223 -0.210 -0.333
H -3.944 1.685 4.040 0.136 0.583 -0.442
C -2.958 -0.430 -2.741 -0.437 0.031 -2.684
C -1.758 0.938 1.623 0.609 1.529 -0.802
C -1.344 -2.678 2.372 0.851 -1.910 0.968
C 1.121 -1.115 -1.960 1.980 0.435 3.728
H -3.121 -0.396 -0.583 0.642 0.226 -0.899
H 4.920 -1.904 0.726 -0.063 0.194 0.780
C -1.646 2.311 1.405 0.253 -0.081 0.653
N -1.172 -0.691 -1.213 1.836 -0.595 -1.354
Cl -0.212 -5.144 1.632 -0.108 0.345 -0.128
H -2.369 -0.708 -4.930 -0.068 0.345 1.390
N 1.477 -0.995 -0.652 -1.456 0.023 -3.373
H 4.543 -1.488 2.418 0.147 0.014 -0.409
S -2.689 3.267 2.516 0.783 -2.194 -0.755
H 2.481 -0.413 -3.440 -0.036 0.361 -0.217
C -0.567 2.946 0.623 0.430 -1.257 -0.212
H -4.031 -0.161 -2.810 0.857 -0.443 -0.460
H 1.641 -1.946 -3.825 0.462 0.114 0.059
H 2.007 1.964 -1.335 -0.756 0.033 0.921
C 1.353 2.580 -0.669 1.359 1.295 -0.579
C -0.755 -0.922 -3.552 1.166 0.201 -0.507
C 3.103 -1.024 1.056 0.098 0.506 2.387
H -2.922 -0.417 2.838 -0.419 0.988 0.188
C -0.381 4.317 0.613 -0.018 0.575 -0.453
C 0.790 4.813 0.033 0.305 0.049 -0.273
H 2.563 4.324 -1.092 0.544 0.136 -0.225
H 0.981 5.893 0.019 -0.086 -0.482 0.082
N 0.302 2.073 -0.045 -1.205 0.199 0.942
Sn -0.169 -0.297 0.712 -1.165 0.684 1.932
C -2.460 -0.480 -1.481 0.151 -0.162 2.498
H -1.177 5.008 0.988 0.965 -0.760 -0.143
S 2.038 -0.292 2.224 0.012 -0.451 -1.227
C 2.118 -1.350 -3.040 -0.079 -0.867 0.409
N 2.779 -1.115 -0.237 -0.689 -0.223 -1.057
H -0.019 -0.978 -4.356 -0.460 -0.302 0.126
C -0.295 -0.941 -2.256 -1.778 0.764 1.126
O -2.344 -2.306 2.908 0.019 0.794 -0.734
Cl 0.822 -3.564 3.849 -0.589 0.166 -0.542
C -3.253 1.775 3.198 -0.284 -1.011 -0.425
N 4.323 -1.453 1.425 -1.171 0.171 -0.861
O -0.586 -2.224 1.413 0.179 1.539 -0.977
Cl -1.754 -4.851 4.035 0.095 0.269 -0.315
C -0.685 -4.008 2.908 0.306 -0.646 0.926
C -2.767 0.642 2.570 0.600 -0.376 0.836
H 2.996 -1.889 -2.657 -0.344 0.010 -0.350
C -2.074 -0.665 -3.848 -1.881 0.110 0.376
C 1.707 3.947 -0.586 -1.916 -0.719 0.409
```
Forces are in eV/Å.